Formula: C6H12Si
Source: the Open Molecules 2025 dataset
Level of theory: the ωB97M-V functional and the def2-TZVPD basis

Geometry (Å):
C1 -1.354 2.158 1.430
C2 -2.197 -1.315 -0.500
C3 -1.292 1.643 0.238
C4 -1.068 -0.796 -0.183
C5 1.980 0.469 -0.898
C6 1.745 -0.958 -0.649
Si1 0.452 -1.222 0.826
H1 -1.537 3.195 1.496
H2 -1.135 1.614 2.289
H3 -2.330 -2.382 -0.732
H4 -3.097 -0.929 -1.166
H5 -1.307 1.758 -0.867
H6 2.197 1.074 0.035
H7 2.733 0.487 -1.762
H8 0.977 1.034 -1.257
H9 2.666 -1.500 -0.314
H10 1.408 -1.609 -1.458
H11 0.433 -2.415 1.649
H12 0.727 -0.306 1.824

energy above the lowest of the compared OMol25 structures with the same formula, charge and spin = 6.864 eV
HOMO (spin up / spin down) = -7.98 / -7.88 eV
charge = 0
orbital gap (spin up / spin down) = 8.2 / 8.4 eV

Formula: C6H12Si
Source: the Open Molecules 2025 dataset
Level of theory: the ωB97M-V functional and the def2-TZVPD basis

Geometry (Å):
C1 -2.582 2.261 -0.191
C2 -2.161 1.014 0.219
C3 -0.601 -0.558 1.313
C4 -0.906 0.742 0.900
C5 0.921 -0.592 -1.729
C6 2.591 -1.447 0.459
Si1 0.721 -1.492 -0.133
H1 -3.593 2.431 -0.542
H2 -2.058 3.173 -0.218
H3 -2.690 0.146 -0.169
H4 -0.079 -0.612 2.263
H5 -1.516 -1.123 1.181
H6 -0.239 1.529 1.124
H7 2.037 -0.822 -1.871
H8 0.202 -1.006 -2.497
H9 0.944 0.517 -1.838
H10 3.266 -1.742 -0.358
H11 2.921 -0.469 0.631
H12 2.821 -1.951 1.455

energy above the lowest of the compared OMol25 structures with the same formula, charge and spin = 3.851 eV
HOMO (spin up / spin down) = -7.31 / -6.80 eV
charge = 0
orbital gap (spin up / spin down) = 7.2 / 6.1 eV

Formula: C6H12Si
Source: the Open Molecules 2025 dataset
Level of theory: the ωB97M-V functional and the def2-TZVPD basis

Geometry (Å):
C1 0.323 -0.687 -1.924
C2 -0.508 -1.550 -0.870
C3 -0.237 0.687 -1.735
C4 -0.731 -0.649 0.336
C5 -0.558 0.836 -0.247
C6 0.502 0.841 2.941
Si1 0.752 0.441 1.067
H1 1.409 -0.748 -1.537
H2 0.340 -1.147 -3.012
H3 -1.561 -1.827 -1.368
H4 -0.034 -2.560 -0.694
H5 0.515 1.488 -2.123
H6 -1.173 0.749 -2.148
H7 -1.626 -0.884 0.913
H8 -1.457 1.515 -0.158
H9 -0.304 1.566 2.988
H10 0.321 -0.104 3.526
H11 1.518 1.364 3.115
H12 2.509 0.668 0.931

energy above the lowest of the compared OMol25 structures with the same formula, charge and spin = 2.829 eV
HOMO = -8.54 eV
charge = 0
orbital gap = 9.4 eV

Formula: C6H13BN2O3P2
Source: the Open Molecules 2025 dataset
Level of theory: the ωB97M-V functional and the def2-TZVPD basis

Geometry (Å):
N1 1.611 -3.066 -1.600
P1 1.206 -1.431 -2.198
O1 0.173 -1.610 -3.630
P2 0.010 -0.296 -0.746
C1 1.514 0.851 -0.517
B1 2.566 0.083 0.493
O2 2.225 -0.341 1.898
O3 3.942 -0.294 0.048
C2 -1.138 0.728 0.376
C3 -0.658 1.571 1.739
C4 -1.847 2.349 2.534
N2 -3.316 2.419 2.293
C5 -3.815 1.690 1.093
C6 -2.779 0.871 0.146
H1 1.223 -3.129 -0.625
H2 1.107 -3.728 -2.254
H3 -0.631 -2.166 -3.335
H4 -1.005 -0.170 -1.798
H5 -0.096 -1.431 0.172
H6 2.062 0.903 -1.576
H7 1.272 1.960 -0.232
H8 1.505 -1.046 1.732
H9 4.066 -1.234 0.412
H10 0.485 1.595 2.059
H11 -1.468 2.974 3.481
H12 -4.974 1.665 0.807
H13 -3.241 0.282 -0.776

energy above the lowest of the compared OMol25 structures with the same formula, charge and spin = 7.863 eV
HOMO = -7.89 eV
charge = 0
orbital gap = 7.4 eV

Formula: C6H13Cl2N2O2
Source: the Open Molecules 2025 dataset
Level of theory: the ωB97M-V functional and the def2-TZVPD basis

Geometry (Å):
C1 -0.406 -1.177 -0.982
C2 -1.737 -0.650 -1.411
C3 0.215 -0.249 0.006
C4 -1.436 0.691 0.847
C5 -2.416 -0.050 -0.109
C6 1.217 0.773 -0.505
N1 0.742 -0.804 1.327
N2 2.260 0.915 0.528
O1 -1.440 0.343 2.153
O2 -1.426 1.997 0.515
Cl1 -3.821 1.037 -0.615
Cl2 -3.147 -1.562 0.631
H1 -0.501 -2.150 -0.428
H2 0.181 -1.300 -1.901
H3 -1.600 0.255 -2.085
H4 -2.331 -1.438 -1.880
H5 0.655 1.789 -0.643
H6 1.581 0.432 -1.421
H7 0.777 -1.926 1.392
H8 0.137 -0.510 2.140
H9 2.450 1.876 0.759
H10 3.167 0.647 0.252
H11 1.723 -0.364 1.513
H12 -2.230 -0.419 2.156
H13 -1.530 2.591 1.242

energy above the lowest of the compared OMol25 structures with the same formula, charge and spin = 1.108 eV
HOMO = -13.04 eV
charge = +1
orbital gap = 10.1 eV

Formula: C6H13ClF2N2
Source: the Open Molecules 2025 dataset
Level of theory: the ωB97M-V functional and the def2-TZVPD basis

Geometry (Å):
C1 0.235 1.403 1.305
C2 2.343 1.455 -0.067
C3 0.141 1.614 -1.257
C4 -2.437 -2.359 0.351
C5 0.825 1.006 -0.104
C6 -1.019 -2.137 0.284
N1 -0.676 -0.818 -0.080
N2 0.829 -0.425 -0.081
F1 -0.348 -3.076 -0.543
F2 -0.456 -2.334 1.543
Cl1 1.568 -1.210 -1.463
H1 -0.749 1.552 1.120
H2 0.412 0.702 2.204
H3 0.630 2.407 1.603
H4 3.109 1.041 -0.818
H5 2.799 1.213 0.906
H6 2.324 2.524 -0.166
H7 -0.803 1.207 -1.520
H8 0.148 2.625 -1.062
H9 0.688 1.414 -2.088
H10 -2.901 -1.618 0.958
H11 -2.997 -2.117 -0.583
H12 -2.623 -3.426 0.675
H13 -1.042 -0.643 -1.116

energy above the lowest of the compared OMol25 structures with the same formula, charge and spin = 0.000 eV
HOMO = -9.53 eV
charge = 0
orbital gap = 10.2 eV

Formula: C6H13ClN
Source: the Open Molecules 2025 dataset
Level of theory: the ωB97M-V functional and the def2-TZVPD basis

Geometry (Å):
C1 0.552 -0.156 2.856
C2 0.874 -0.404 1.599
C3 -0.362 1.131 -1.672
C4 0.493 -1.074 -1.415
C5 -1.423 -0.400 -0.040
C6 0.586 0.628 0.522
N1 -0.240 0.034 -0.714
Cl1 2.146 1.308 -0.191
H1 0.710 -0.904 3.611
H2 0.107 0.695 3.378
H3 1.361 -1.373 1.403
H4 -0.635 1.994 -1.194
H5 0.474 1.368 -2.268
H6 -1.122 0.985 -2.415
H7 0.336 -1.851 -0.786
H8 -0.111 -1.216 -2.308
H9 1.526 -0.714 -1.712
H10 -1.364 -1.503 0.249
H11 -1.660 0.192 0.881
H12 -2.333 -0.187 -0.705
H13 0.086 1.448 0.923

energy above the lowest of the compared OMol25 structures with the same formula, charge and spin = 1.084 eV
HOMO = -14.47 eV
charge = +1
orbital gap = 11.5 eV

Formula: C6H13ClN3O3S
Source: the Open Molecules 2025 dataset
Level of theory: the ωB97M-V functional and the def2-TZVPD basis

Geometry (Å):
C1 -0.653 0.841 -0.718
C2 -0.364 0.982 -3.198
C3 -2.207 -0.433 -2.195
C4 3.151 -0.038 1.757
C5 0.032 -1.916 1.487
C6 -1.118 0.532 -2.014
N1 1.762 -0.210 1.744
N2 1.159 -1.146 0.926
N3 0.922 0.713 2.352
O1 1.360 1.360 3.241
O2 0.464 -1.632 -1.468
O3 2.031 0.289 -1.103
S1 0.914 -0.492 -0.690
Cl1 -1.474 -1.065 1.826
H1 -1.185 0.388 0.119
H2 -0.618 0.243 -4.038
H3 0.654 1.154 -2.934
H4 -0.750 1.827 -3.707
H5 -1.803 -1.393 -2.287
H6 -2.877 -0.245 -3.111
H7 -2.808 -0.404 -1.329
H8 3.616 -0.701 0.960
H9 3.426 0.959 1.538
H10 3.405 -0.318 2.776
H11 0.547 -2.118 2.436
H12 -0.235 -2.804 0.886
H13 -0.037 1.713 -0.424

energy above the lowest of the compared OMol25 structures with the same formula, charge and spin = 0.000 eV
HOMO (spin up / spin down) = -12.99 / -12.99 eV
charge = +1
orbital gap (spin up / spin down) = 6.5 / 6.5 eV

Formula: C6H13ClOSi
Source: the Open Molecules 2025 dataset
Level of theory: the ωB97M-V functional and the def2-TZVPD basis

Geometry (Å):
C1 1.217 2.296 1.606
C2 1.329 1.591 0.492
C3 -0.414 -0.832 1.549
C4 -0.874 -0.485 -1.713
C5 2.572 1.283 -0.259
C6 -2.355 1.180 0.409
O1 2.335 0.951 -1.623
Si1 -0.668 0.185 0.025
Cl1 -3.622 0.223 -0.358
H1 0.330 2.468 2.100
H2 2.032 2.725 2.018
H3 -1.146 -1.519 1.981
H4 0.403 -1.496 1.294
H5 0.217 -0.271 2.244
H6 -1.652 0.018 -2.320
H7 0.119 -0.605 -2.142
H8 -1.319 -1.497 -1.519
H9 3.302 2.217 -0.122
H10 3.036 0.460 0.234
H11 -2.332 2.171 -0.050
H12 -2.317 1.241 1.483
H13 2.012 1.786 -1.931

energy above the lowest of the compared OMol25 structures with the same formula, charge and spin = 1.445 eV
HOMO = -8.88 eV
charge = 0
orbital gap = 9.7 eV

Formula: C6H13CoNO11P2
Source: the Open Molecules 2025 dataset
Level of theory: the ωB97M-V functional and the def2-TZVPD basis

Geometry (Å):
Co1 0.246 0.435 0.038
O1 -2.266 -2.906 -0.061
C1 -1.427 -1.906 -0.304
O2 -1.159 -1.069 0.528
C2 -0.888 -1.946 -1.711
O3 -0.024 -0.871 -1.948
C3 1.327 -1.238 -2.276
C4 2.214 -1.361 -1.041
O4 3.281 -1.930 -1.172
O5 1.755 -0.789 0.017
H1 -2.580 -2.809 0.854
H2 -1.747 -1.900 -2.386
H3 -0.408 -2.917 -1.854
H4 1.717 -0.445 -2.914
H5 1.343 -2.170 -2.838
N1 0.848 4.426 -0.915
C5 -0.158 3.994 0.146
C6 -0.721 5.201 0.877
P1 -1.500 3.042 -0.739
O6 -1.465 3.946 -2.104
O7 -2.787 3.181 -0.044
O8 -0.889 1.704 -1.073
P2 0.798 2.764 1.148
O9 1.442 3.677 2.291
O10 -0.085 1.693 1.725
O11 1.803 2.248 0.147
H6 0.371 4.591 -1.805
H7 1.517 3.633 -0.979
H8 1.341 5.270 -0.627
H9 -1.224 5.875 0.181
H10 0.059 5.739 1.418
H11 -1.469 4.862 1.591
H12 -2.340 4.004 -2.502
H13 1.575 3.189 3.112

spin multiplicity = 4
HOMO (spin up / spin down) = -8.86 / -8.92 eV
charge = 0
orbital gap (spin up / spin down) = 9.0 / 9.0 eV
<S²> = 3.755

Formula: C6H13CrO3
Source: the Open Molecules 2025 dataset
Level of theory: the ωB97M-V functional and the def2-TZVPD basis

Geometry (Å):
C1 -0.721 0.559 -2.918
O1 -0.193 0.666 -1.618
C2 -0.650 1.807 -0.849
C3 0.128 1.861 0.430
O2 -0.625 1.179 1.461
C4 0.059 0.328 2.333
C5 0.088 -1.103 1.837
O3 0.938 -1.245 0.703
C6 0.920 -2.548 0.147
Cr1 1.542 0.387 -0.443
H1 -0.366 -0.383 -3.352
H2 -1.822 0.545 -2.883
H3 -0.388 1.401 -3.547
H4 -1.742 1.690 -0.717
H5 0.260 2.907 0.747
H6 -0.481 0.324 3.292
H7 1.081 0.688 2.547
H8 -0.931 -1.410 1.550
H9 0.449 -1.772 2.636
H10 0.714 -2.458 -0.926
H11 1.895 -3.035 0.295
H12 0.125 -3.151 0.612
H13 -0.279 2.764 -1.337

energy above the lowest of the compared OMol25 structures with the same formula, charge and spin = 0.247 eV
spin multiplicity = 6
HOMO (spin up / spin down) = -5.34 / -7.14 eV
charge = 0
orbital gap (spin up / spin down) = 5.5 / 7.2 eV
<S²> = 8.763

> What is the charge in the fifth record?

+1